Entry 1:
This record from OMol25 describes a cluster of 8 separate species, C30H44N4O6 in total. The level of theory is ωB97M-V/def2-TZVPD.

Geometry as XYZ:
```
84
Properties=species:S:1:pos:R:3
C 18.67171 3.36815 22.27563
C 17.30856 3.55074 21.95038
C 17.08274 4.81391 21.44084
N 18.30550 5.46959 21.44785
C 19.27647 4.60763 21.84952
H 19.30919 2.60744 22.70149
H 16.52663 2.80983 22.02810
H 16.13986 5.17559 21.05801
H 18.47434 6.41859 21.14619
H 20.28187 4.96989 22.00552
C 14.84291 5.73177 18.22302
C 13.89722 6.24696 17.28226
C 14.21114 5.94091 15.98274
N 15.25817 5.01318 16.20875
C 15.53145 4.84414 17.51858
H 14.69162 5.79668 19.29040
H 13.06778 6.89496 17.52419
H 13.86318 6.31188 15.03000
H 15.68638 4.53301 15.43018
H 16.17681 4.04250 17.84616
C 17.23635 8.65812 20.13865
C 17.11370 8.65710 21.55780
C 18.04674 9.54516 22.05173
N 18.61778 10.08241 20.93039
C 18.21826 9.52380 19.73861
H 16.68768 8.08232 19.40803
H 16.46125 7.92488 22.01008
H 18.28338 9.76467 23.08237
H 19.20819 10.89561 21.03145
H 18.44473 9.96812 18.78064
C 13.33587 6.46804 21.90996
C 12.58377 5.60745 21.15855
C 12.89245 4.32362 21.49543
N 13.75850 4.34706 22.61978
C 14.10746 5.63285 22.82364
H 13.35681 7.54725 21.94565
H 11.90501 5.89682 20.36991
H 12.62602 3.33642 21.14782
H 14.29458 3.55748 22.95035
H 14.83405 6.00445 23.53102
O 18.95756 2.51895 18.11569
C 18.74807 1.66689 18.97689
C 19.86283 0.86150 19.69975
C 19.04007 -0.30614 20.27779
C 17.58190 0.28588 20.33315
O 17.56581 1.26020 19.25043
H 20.62020 0.70172 18.93232
H 20.44789 1.54428 20.31589
H 19.03721 -1.25953 19.74945
H 19.37662 -0.65874 21.25273
H 16.87162 -0.51305 20.12030
H 17.32829 0.86648 21.22011
O 23.46350 8.90285 19.60349
C 22.87747 8.62703 20.64343
C 21.61016 7.79509 20.88586
C 21.81761 7.32951 22.38732
C 22.54719 8.62144 22.98242
O 23.36138 9.03100 21.90402
H 20.74114 8.33047 20.50339
H 21.70406 7.00707 20.13866
H 20.90908 7.11445 22.94984
H 22.43473 6.44565 22.54873
H 21.96641 9.45665 23.37386
H 23.18676 8.30328 23.80572
C 19.20809 -1.33732 24.82402
C 17.85877 -0.57791 24.71391
C 17.89210 0.96493 25.16361
O 16.89669 -1.22917 24.36893
H 19.78602 -0.90369 25.64016
H 19.88211 -1.30368 23.96806
H 19.02786 -2.41208 24.80146
H 17.83389 1.02032 26.25064
H 17.04527 1.50896 24.74527
H 18.83470 1.23992 24.69034
C 22.22013 1.82120 22.81008
C 22.58901 2.68740 21.66857
C 23.14928 2.13183 20.34562
O 22.51611 3.88936 21.77297
H 22.89844 0.98189 22.96353
H 21.29164 1.31334 22.54917
H 22.03454 2.41076 23.70790
H 23.30600 3.00338 19.71005
H 22.39690 1.49182 19.88473
H 24.15484 1.71458 20.39912
```

Molecular weight = 556.7 g mol⁻¹
Total charge = 0
Kohn-Sham gap = 0.300 Eh
Structure (SMILES) = c1cc[nH]c1.c1cc[nH]c1.c1cc[nH]c1.c1cc[nH]c1.O=C1CCCO1.O=C1CCCO1.CC(C)=O.CC(C)=O

Entry 2:
This record from OMol25 describes a structure of composition CH5NO2Si. The level of theory is ωB97M-V/def2-TZVPD.

Geometry as XYZ:
```
10
Properties=species:S:1:pos:R:3
C 0.25796 -0.00944 -0.93392
N -2.82676 0.24881 0.03951
O -3.14578 -0.17414 -1.03181
O -3.45589 0.94164 0.82448
Si -0.71350 -0.50739 0.62599
H -0.46219 0.03174 -1.71938
H 0.90547 0.86545 -0.90339
H 1.04034 -0.70628 -1.09926
H -0.75616 -0.19633 1.98538
H -1.06838 -1.92120 0.68261
```

Molecular weight = 91.1 g mol⁻¹
Total charge = 0
Energy relative to the best compared isomer or geometry (same formula, charge and spin) = 2.070 eV
Kohn-Sham gap = 0.333 Eh

Entry 3:
This record from OMol25 describes a structure of composition C20H39BeF6NO3PS3SbSi3. The level of theory is ωB97M-V/def2-TZVPD.

Geometry as XYZ:
```
78
Properties=species:S:1:pos:R:3
Be -0.15040 -1.40225 0.80175
O 1.54702 -4.43649 2.66327
S 0.15323 -4.09955 2.70068
O -0.77582 -4.98916 2.09230
N 0.01883 -2.53975 2.06066
C -0.28043 -1.66839 3.00444
S -0.30471 -0.05846 2.52318
C -0.53392 -2.22136 4.32941
C -0.93552 -1.55192 5.47341
C -1.11887 -2.29799 6.62870
C -0.92495 -3.67469 6.62618
C -0.54065 -4.34992 5.47070
C -0.34695 -3.59735 4.33609
H -1.09002 -0.48154 5.44818
H -1.42450 -1.80237 7.53974
H -1.07169 -4.23503 7.53917
H -0.40024 -5.42215 5.46431
O 1.01034 -1.18090 -0.21807
S 1.67150 -2.05435 -1.33004
C 2.30815 -3.54169 -0.49847
C 3.82558 -3.42453 -0.39219
C 4.12601 -1.93389 -0.27909
C 3.32042 -1.29076 -1.39728
H 1.96324 -4.40465 -1.06444
H 1.84519 -3.56761 0.48217
H 4.30676 -3.83744 -1.28030
H 4.17916 -3.97437 0.47902
H 5.18854 -1.71854 -0.38649
H 3.78579 -1.55679 0.68787
H 3.72213 -1.55049 -2.37927
H 3.20005 -0.21201 -1.31864
C 2.68888 2.04013 0.52086
Si 1.08584 3.01463 0.28188
C 1.37274 4.61473 -0.68383
C 0.30314 3.46228 1.93635
Sb -0.49462 1.41184 -1.11478
Si 0.30657 1.83421 -3.58343
C -0.44329 0.53753 -4.72538
C 2.19719 1.73934 -3.59888
C -0.23039 3.59062 -4.02319
Si -3.07217 2.03433 -0.90556
C -3.04192 3.91242 -0.69873
C -3.72990 1.17263 0.63001
C -3.79044 1.54223 -2.57076
H 3.26944 2.45586 1.34646
H 3.32394 2.05186 -0.36656
H 2.45939 1.00151 0.76896
H 2.00453 5.29264 -0.10686
H 0.42672 5.12751 -0.86690
H 1.85688 4.44595 -1.64631
H 0.96772 4.13374 2.48398
H 0.13704 2.58467 2.55662
H -0.65188 3.97436 1.81117
H -0.64571 -0.39354 -4.19535
H 0.23052 0.31230 -5.55370
H -1.38396 0.88718 -5.15265
H 2.53365 0.70271 -3.54847
H 2.64661 2.29516 -2.77424
H 2.58388 2.16374 -4.52752
H -1.29854 3.73961 -3.85682
H -0.02655 3.79601 -5.07590
H 0.30528 4.33403 -3.43219
H -2.52502 4.20207 0.21739
H -4.05602 4.31387 -0.64869
H -2.53841 4.39597 -1.53761
H -3.01189 1.24751 1.44838
H -3.91770 0.11847 0.42973
H -4.66803 1.62277 0.96006
H -3.27524 2.06599 -3.37784
H -4.85340 1.78304 -2.63186
H -3.69012 0.47120 -2.73909
F -1.64152 -1.42224 0.20913
P -2.28949 -2.49044 -1.08596
F -1.37319 -1.59189 -2.10630
F -3.08664 -3.22544 0.04806
F -3.44245 -1.40632 -1.25508
F -0.99944 -3.42268 -0.80946
F -2.79530 -3.39780 -2.25610
```

Spin multiplicity = 2
Molecular weight = 797.7 g mol⁻¹
Total charge = +1
Expectation value of S² = 0.7527
Energy relative to the best compared isomer or geometry (same formula, charge and spin) = 0.023 eV
Kohn-Sham gap (alpha / beta) = 0.303 / 0.256 Eh